Formula: C41H74F6NO17P
Source: the Open Molecules 2025 dataset
Level of theory: ωB97M-V/def2-TZVPD

CARTESIAN COORDINATES (ANGSTROEM)
P  1.74448  -0.75213  0.13656
F  2.89908  0.28388  -0.20339
F  1.05124  0.47371  0.98089
F  0.99487  -0.27303  -1.21055
F  2.49700  -1.21030  1.48011
F  0.49825  -1.76377  0.51101
F  2.40687  -1.86875  -0.81002
O  -0.02069  -5.72351  -1.29151
O  -1.51256  -0.12786  -5.33241
O  1.18140  -2.85255  -3.28266
O  0.11590  -4.59824  -4.23476
O  3.13132  2.71858  -3.00168
O  -2.20121  0.07210  5.78349
O  5.06045  3.29514  5.53546
O  -3.40825  1.40959  1.53453
O  -1.09290  -2.98969  -3.40108
O  -5.84510  -3.91693  0.61242
O  4.55024  1.96326  3.72861
O  3.05383  3.45736  4.47055
O  -4.06146  -2.91826  1.62603
O  0.31779  -0.15647  -3.93109
O  -1.57839  0.99937  -3.43287
O  -4.20181  -2.87410  -0.60400
O  0.58053  -4.60283  5.08791
N  2.72440  3.94294  -2.34270
C  -2.86975  1.13809  -4.00627
C  -2.90896  2.67011  -0.34608
C  3.37727  5.96824  -1.18024
C  3.39617  1.76080  2.91259
C  2.48075  -3.27683  4.55600
C  -2.93441  -2.18832  1.17372
C  -3.21685  2.62385  -4.14703
C  -2.47057  -0.09891  4.38994
C  -2.83258  -3.11613  -4.97879
C  0.94260  5.51058  -1.74346
C  0.53230  -4.68175  -0.52325
C  3.87995  3.79590  -0.13140
C  -4.63355  1.79296  0.95766
C  -2.27825  1.84602  0.78730
C  0.61331  -4.38964  3.72928
C  4.32217  2.97323  4.61915
C  -2.01437  -3.87743  -3.94070
C  1.36936  3.41253  2.84839
C  -1.12597  0.03071  3.70417
C  -2.97893  -2.30210  -0.34676
C  1.69717  -3.84028  5.70405
C  1.28174  4.04713  -2.10694
C  0.35406  3.81675  -3.34947
C  1.90832  6.17976  -0.77394
C  -4.29604  3.06384  0.17708
C  -0.85275  0.17580  -4.19108
C  -4.78436  -3.32939  0.57555
C  -2.78466  0.42554  -5.32835
C  0.79458  3.10582  -0.90884
C  3.80543  4.51441  -1.49792
C  2.02738  -5.00772  -0.56151
C  -1.19475  -4.97514  -4.57796
C  5.20940  4.57185  -2.16370
C  -2.88703  -1.09054  -1.25292
C  2.29448  2.53388  3.67889
C  0.82156  -6.87742  -1.28784
C  2.06613  -6.55356  -0.51334
C  -0.82090  0.06682  6.03918
C  -0.21944  -0.62396  4.80567
C  2.05808  -4.16631  3.43557
C  0.15230  -3.42188  -3.63858
H  -4.34510  3.93972  0.82401
H  -3.62352  -3.74994  -5.37981
H  5.25068  5.18080  -3.06680
H  -2.43271  3.07275  -4.75670
H  1.16726  -6.90283  -2.32126
H  -0.13349  2.57340  -1.11699
H  -1.30237  -4.97102  -5.66263
H  0.70187  4.05063  3.42751
H  -0.48426  1.05389  6.35612
H  -3.11182  -1.39251  -2.27585
H  -0.33512  -1.70726  4.83985
H  -2.85439  -1.11877  4.36403
H  -1.60984  2.48568  1.36363
H  -3.54509  -0.26110  -0.99391
H  -2.35651  3.56237  -0.64067
H  -4.20649  2.84144  -4.54875
H  -1.11820  -0.41345  2.70881
H  5.66097  3.65633  -2.54585
H  4.68761  4.20881  0.47300
H  1.72316  5.75343  0.21199
H  2.95054  -7.08387  -0.86647
H  -1.69608  0.99870  0.42506
H  2.30480  -4.49692  6.32669
H  1.32214  -3.10659  6.41760
H  -2.21794  -3.00951  -0.67625
H  2.54670  -5.13982  3.39484
H  -0.62107  4.30158  -3.30289
H  -2.65303  -4.30561  -3.16812
H  3.52602  2.20306  1.92484
H  -2.02102  -2.58292  1.61882
H  -3.59552  -0.30278  -5.31579
H  -2.96894  2.05533  -1.24416
H  2.57004  -4.61391  0.29787
H  3.54646  -3.32557  4.77956
H  -3.08510  3.08578  -3.16857
H  -2.98945  1.06272  -6.18868
H  -5.08906  3.25117  -0.54688
H  1.55379  2.36368  -0.66201
H  0.86783  2.75164  2.14142
H  0.34591  -7.80075  -0.95723
H  2.15844  -3.72119  2.44567
H  0.88757  6.20708  -2.58009
H  0.02662  -3.50025  3.49931
H  2.54313  -4.58120  -1.42185
H  -3.31515  -2.29107  -4.45487
H  -2.23110  -2.78319  -5.82466
H  -0.04816  5.63420  -1.30617
H  0.32218  -5.19662  3.05687
H  2.96352  3.86697  0.45445
H  -3.05853  -1.15052  1.48299
H  3.23231  0.71661  2.64630
H  -3.16448  0.61358  3.94388
H  3.49228  6.56063  -2.08795
H  5.87821  5.10006  -1.48418
H  -0.70516  -0.62322  6.87497
H  -4.94174  1.04478  0.22735
H  1.88724  -6.85947  0.51745
H  0.14658  -4.68300  0.49622
H  0.79703  4.09042  -4.30707
H  1.73438  7.24587  -0.62816
H  -5.41718  1.83613  1.71407
H  0.82642  -0.37548  4.62527
H  0.28520  -3.71694  -0.96617
H  -3.58783  0.60204  -3.38570
H  -1.41325  -5.94658  -4.13447
H  -0.73816  1.03969  3.56391
H  1.76838  1.79008  4.27728
H  4.00603  6.38741  -0.39472
H  1.88185  4.11828  2.19466
H  4.13965  2.74030  -0.21109
H  -1.86446  -0.71511  -1.21404
H  0.15574  2.75023  -3.45577
H  2.19363  -2.24872  4.33545
H  0.66339  3.68559  0.00482

Atoms 1-2, force components in eV/Å:
P -0.92 0.27 -1.77
F 1.45 0.39 0.07

Results
**DFT total energy**: -3881.21247 a.u.
**⟨S²⟩**: 0.7552
**Highest occupied orbital energy (alpha / beta)**: -6.5 / -7.3 eV
**Total charge**: -1
**2S+1**: 2

Mulliken atomic charge list, values in e, 99 entries:
1 P 1.82
2 F -0.36
3 F -0.43
4 F -0.50
5 F -0.55
6 F -0.43
7 F -0.32
8 O -0.36
9 O -0.39
10 O -0.48
11 O -0.40
12 O -0.50
13 O -0.51
14 O -0.60
15 O -0.43
16 O 0.40
17 O -0.62
18 O -0.45
19 O -0.47
20 O -0.44
21 O -0.61
22 O 0.50
23 O -0.56
24 O -0.55
25 N 0.46
26 C 0.95
27 C 0.62
28 C -1.38
29 C 1.62
30 C 0.07
31 C 1.73
32 C -1.64
33 C -0.45
34 C -1.67
35 C -1.62
36 C 1.05
37 C -1.45
38 C -0.51
39 C 0.70
40 C 0.22
41 C 0.51
42 C 0.56
43 C -1.06
44 C 0.87
45 C 0.83
46 C -0.59
47 C 2.11
48 C -1.95
49 C -0.37
50 C -0.89
51 C 0.41
52 C 0.50
53 C -0.49
54 C 0.20
55 C 1.53
56 C -0.33
57 C -0.51
58 C -1.91
59 C 0.52
60 C 1.11
61 C -0.60
62 C -0.74
63 C -0.70
64 C -0.05
65 C 0.17
66 C 0.13
67 H 0.33
68 H 0.53
69 H 0.47
70 H 0.49
71 H 0.30
72 H -0.73
73 H 0.32
74 H 0.51
75 H 0.29
76 H -0.30
77 H 0.21
78 H 0.27
79 H 0.25
80 H -0.04
81 H 0.33
82 H 0.41
83 H -0.42
84 H 0.34
85 H 0.47
86 H -0.05
87 H 0.37
88 H -0.51
89 H 0.32
90 H 0.27
91 H -0.62
92 H 0.34
93 H 0.42
94 H 0.16
95 H -0.85
96 H -0.58
97 H 0.34
98 H -0.78
99 H 0.23


Formula: C7H17BFNO4S
Source: the Open Molecules 2025 dataset
Level of theory: ωB97M-V/def2-TZVPD

CARTESIAN COORDINATES (ANGSTROEM)
S  -1.88483  0.05364  1.79514
F  -0.86670  -1.00172  1.27227
O  -1.38296  0.51823  3.01931
O  2.47859  -2.20954  -1.11388
O  -3.89374  1.84441  -0.59603
O  -3.17249  -0.51439  1.82523
N  -1.85360  1.28514  0.68946
C  -0.55611  1.42405  -0.04675
C  -2.95584  -0.40367  -1.17385
C  0.68285  1.59159  0.82241
C  2.26880  -3.01827  0.03299
C  1.85401  -0.94836  -1.03762
C  2.52127  -0.00511  -0.05012
C  1.95278  1.41208  -0.05304
B  -2.91936  0.93914  -0.36088
H  0.74754  0.85643  1.61406
H  0.69154  2.57033  1.28616
H  1.81101  -0.49025  -2.02117
H  2.70265  2.09068  0.33241
H  -3.70792  -0.33033  -1.94946
H  1.68800  1.68621  -1.07180
H  0.81884  -1.11993  -0.73599
H  2.09301  -4.03636  -0.29229
H  1.41342  -2.69638  0.62295
H  -2.00820  -0.61555  -1.66592
H  -0.37668  0.63143  -0.76419
H  2.51471  -0.45128  0.93938
H  3.55914  0.07789  -0.36423
H  -3.17704  -1.25749  -0.54555
H  -3.53539  2.73815  -0.45807
H  3.14482  -2.96001  0.67259
H  -0.65214  2.33926  -0.62350

Atoms 1-2, force components in eV/Å:
S -0.57 1.98 0.89
F 0.15 -0.38 -0.51

Results
**DFT total energy**: -1155.57708 a.u.
**Highest occupied orbital energy**: -9.9 eV
**2S+1**: 1

Listed below, in e, are the natural (NBO) charges computed for each atom:
1 S 2.55
2 F -0.48
3 O -0.91
4 O -0.54
5 O -0.86
6 O -0.91
7 N -0.93
8 C -0.23
9 C -1.04
10 C -0.42
11 C -0.25
12 C -0.05
13 C -0.43
14 C -0.39
15 B 1.12
16 H 0.22
17 H 0.22
18 H 0.18
19 H 0.22
20 H 0.25
21 H 0.19
22 H 0.15
23 H 0.19
24 H 0.17
25 H 0.23
26 H 0.20
27 H 0.20
28 H 0.21
29 H 0.27
30 H 0.50
31 H 0.17
32 H 0.21